{
  "formula": "C39H43ClGaP2Si2",
  "method": "the ωB97M-V functional and the def2-TZVPD basis",
  "symbols": ["C", "C", "C", "H", "C", "C", "H", "H", "H", "H", "Ga", "Si", "C", "C", "H", "C", "H", "C", "H", "C", "H", "C", "H", "C", "C", "H", "C", "H", "C", "H", "C", "H", "C", "H", "H", "Si", "C", "C", "H", "C", "H", "C", "H", "C", "H", "C", "H", "C", "C", "H", "C", "H", "C", "H", "C", "H", "C", "H", "H", "Cl", "C", "P", "C", "C", "C", "C", "C", "C", "C", "P", "C", "C", "H", "H", "H", "H", "H", "H", "H", "H", "H", "H", "H", "H", "H", "H", "H", "H"],
  "xyz": [[-0.90781, -1.64927, 1.28985], [0.47462, -1.91562, 1.13695], [1.19435, -0.85783, 1.73720], [0.90245, -2.77496, 0.64765], [0.26056, 0.06604, 2.26316], [-1.03471, -0.42471, 1.98569], [-1.96106, 0.05446, 2.25481], [-1.71733, -2.27027, 0.94320], [2.26471, -0.76792, 1.79691], [0.50567, 0.99167, 2.75525], [0.00000, 0.00000, 0.00000], [5.17586, 7.01300, -3.26220], [6.51199, 5.91934, -3.98486], [7.34188, 6.37642, -5.01073], [7.22919, 7.38699, -5.38486], [8.31955, 5.55761, -5.55861], [8.95445, 5.93052, -6.35179], [8.48517, 4.26399, -5.08570], [9.24831, 3.62439, -5.50989], [7.67240, 3.79372, -4.06299], [7.80141, 2.78648, -3.68850], [6.69664, 4.61461, -3.51875], [6.07806, 4.23793, -2.71299], [5.60791, 7.51742, -1.51225], [6.84111, 7.17071, -0.95305], [7.54587, 6.58111, -1.52688], [7.17466, 7.55835, 0.33567], [8.13387, 7.27944, 0.75225], [6.27819, 8.30128, 1.09207], [6.53712, 8.60290, 2.09863], [5.04775, 8.65140, 0.55541], [4.34340, 9.22546, 1.14303], [4.71739, 8.26089, -0.73475], [3.74957, 8.53489, -1.13775], [3.86007, 6.31851, -3.22147], [1.96239, 1.42782, -0.52275], [2.53987, 2.46724, 0.95130], [3.84004, 2.33546, 1.44559], [4.56650, 1.75379, 0.89131], [4.22983, 2.95189, 2.62744], [5.24570, 2.83827, 2.98514], [3.32601, 3.72542, 3.34072], [3.62834, 4.20988, 4.26047], [2.02943, 3.87407, 2.86390], [1.32013, 4.48537, 3.40815], [1.64516, 3.24773, 1.68852], [0.63296, 3.38031, 1.32846], [3.54403, 0.55969, -1.11990], [3.86278, -0.71144, -0.63987], [3.17594, -1.20734, 0.03608], [5.02988, -1.36083, -1.02128], [5.25463, -2.34697, -0.63370], [5.90604, -0.74457, -1.90265], [6.81599, -1.24610, -2.20698], [5.60869, 0.52134, -2.39209], [6.28886, 1.00774, -3.08001], [4.44393, 1.16428, -2.00054], [4.22387, 2.15019, -2.38990], [5.02860, 8.19558, -4.15416], [1.67987, 2.95194, -2.07748], [-3.12349, 1.20403, -2.40489], [-2.13779, 0.36481, -1.10348], [-3.35260, 0.83619, 0.18899], [-2.27936, -1.28599, -1.84155], [-3.55866, -1.85095, -1.96435], [-3.73154, -3.12292, -2.50116], [-2.62662, -3.85149, -2.92213], [-1.34280, -3.31818, -2.79905], [-1.13832, -2.02311, -2.26013], [0.52372, -1.30588, -1.96478], [1.51296, -2.53465, -2.87743], [0.34191, 0.07346, -3.16651], [-3.15411, 2.29348, -2.19685], [-4.16534, 0.82532, -2.45796], [-2.65300, 1.04515, -3.39549], [-4.37921, 0.94943, -0.21552], [-3.47903, 0.01351, 0.90971], [-3.05743, 1.78963, 0.67292], [-4.43460, -1.31218, -1.62694], [-4.72544, -3.54717, -2.58312], [-2.76323, -4.84485, -3.33151], [-0.53750, -3.95560, -3.11647], [1.12360, -2.66118, -3.91039], [2.55040, -2.15209, -2.96299], [1.53821, -3.49885, -2.33222], [0.01159, -0.32805, -4.14665], [-0.33911, 0.88484, -2.87941], [1.33734, 0.52690, -3.32752]],
  "forces_ev_per_a": [[-0.033, -0.448, -0.379], [0.092, -0.150, 0.621], [-0.022, -0.370, 0.677], [0.011, -0.041, -0.049], [0.111, -0.159, 0.508], [-0.031, 0.647, 0.232], [0.116, -0.027, 0.148], [-0.033, -0.075, 0.000], [0.060, 0.073, 0.033], [-0.004, 0.050, 0.041], [1.552, 1.233, 0.125], [-0.091, 0.114, -0.051], [-0.136, -0.027, -0.008], [-0.034, -0.017, 0.065], [-0.035, 0.004, -0.019], [0.045, -0.041, 0.024], [0.001, -0.003, -0.003], [-0.005, 0.021, -0.022], [0.000, -0.001, -0.007], [-0.019, 0.013, 0.014], [0.045, -0.018, 0.016], [0.073, 0.037, -0.076], [-0.070, -0.033, 0.050], [0.152, -0.017, -0.006], [-0.107, 0.001, -0.042], [0.032, 0.029, -0.032], [-0.031, 0.039, 0.120], [0.014, 0.004, 0.004], [0.067, -0.055, -0.035], [0.006, 0.014, 0.005], [-0.061, -0.024, -0.059], [-0.007, 0.021, 0.005], [0.048, -0.036, 0.039], [-0.040, 0.036, -0.012], [0.108, -0.033, -0.056], [0.722, 1.964, -0.390], [-0.277, -0.525, 0.188], [0.030, -0.052, -0.107], [0.014, -0.047, 0.067], [0.027, 0.142, 0.008], [-0.021, -0.005, -0.019], [-0.001, -0.102, -0.066], [-0.013, -0.010, -0.021], [-0.042, 0.107, -0.018], [0.005, -0.011, -0.011], [0.047, 0.015, -0.047], [-0.159, 0.020, -0.013], [-0.568, -0.400, -0.076], [-0.095, -0.130, -0.070], [0.106, -0.110, -0.015], [0.026, -0.067, 0.024], [-0.006, 0.018, 0.008], [-0.036, 0.028, 0.014], [-0.021, 0.004, 0.009], [0.032, -0.048, 0.084], [-0.042, 0.016, 0.009], [-0.138, 0.190, -0.115], [0.021, 0.001, -0.037], [0.031, -0.074, 0.119], [-0.215, -0.708, 0.790], [0.797, 1.237, -1.262], [-1.757, 0.517, -0.816], [-0.976, -1.122, 0.707], [-0.449, -1.349, 0.469], [0.398, -0.271, -0.180], [0.087, 0.139, 0.008], [0.090, 0.376, 0.168], [-0.583, 0.683, 0.338], [-0.934, -0.687, 0.398], [-1.374, -0.486, -2.419], [1.118, 0.022, -0.167], [0.921, -0.050, -1.131], [-0.037, -0.559, -0.196], [0.776, -0.010, 0.320], [-0.295, 0.206, 0.457], [0.751, 0.144, -0.101], [0.263, 0.554, 0.114], [0.012, -0.682, -0.218], [0.001, 0.085, 0.030], [0.060, 0.052, 0.021], [0.065, 0.043, 0.007], [0.324, 0.126, -0.014], [0.083, 0.042, 0.738], [-0.481, -0.254, 0.150], [-0.014, 0.539, -0.348], [0.090, 0.137, 0.554], [0.296, -0.330, 0.128], [-0.434, -0.081, 0.062]],
  "lowdin_charge": [-0.152, -0.170, -0.178, 0.120, -0.146, -0.156, 0.101, 0.123, 0.113, 0.116, 0.216, 0.729, -0.344, -0.106, 0.095, -0.083, 0.105, -0.085, 0.103, -0.093, 0.086, -0.118, 0.095, -0.330, -0.102, 0.094, -0.087, 0.102, -0.090, 0.102, -0.091, 0.101, -0.117, 0.097, -0.030, 0.398, -0.329, -0.087, 0.096, -0.069, 0.108, -0.072, 0.108, -0.081, 0.106, -0.135, 0.099, -0.342, -0.131, 0.073, -0.077, 0.108, -0.068, 0.110, -0.061, 0.094, -0.108, 0.067, -0.023, 0.260, -0.233, 0.916, -0.242, -0.382, -0.078, -0.055, -0.051, -0.062, -0.344, 0.881, -0.225, -0.289, 0.069, 0.064, 0.060, 0.061, 0.045, 0.078, 0.106, 0.116, 0.116, 0.089, 0.072, 0.054, 0.066, 0.079, -0.001, 0.024],
  "e_above_lowest_kcal_mol": 0.0,
  "homo_lumo_gap_ev": 7.29,
  "charge": 1,
  "e_homo_ev": -10.55,
  "e_tot_ha": -5158.39891
}